ORCA calculation (ωB97M-V/def2-TZVPD) on C35H45CeN6O2S as an isolated structure in a non-equilibrium geometry.

Output
- Total energy: -73819.51519 eV
- 2S+1: 1
- Lowest unoccupied orbital energy (spin up / spin down): -3.6 / -3.6 eV
- Total charge: +1
- Highest occupied orbital energy (spin up / spin down): -9.72 / -9.72 eV
- Frontier orbital gap (spin up / spin down): 6.1 / 6.1 eV
- Relative energy (zero: lowest compared OMol25 entry of this formula, charge and spin): 0.0 kJ/mol

```
90
Properties=species:S:1:pos:R:3:forces:R:3:lowdin_charge:R:1
Ce -0.2024 0.3036 -0.4994 -0.6 2.3 -2.3 0.79
C 0.1445 -0.1358 3.2189 0.3 0.2 0.0 -0.17
C 1.3566 0.6936 2.7986 -0.2 -0.1 0.0 -0.18
N 0.9256 1.7838 1.9294 0.1 0.0 -0.4 -0.08
C 0.1157 2.8222 2.5711 -0.3 0.0 -0.2 -0.17
C -1.0546 3.2054 1.6647 0.3 0.0 0.2 -0.17
N -1.7382 2.0039 1.1924 -0.1 -0.2 -0.4 -0.11
C -2.4844 1.2699 2.2240 0.1 -0.3 0.0 -0.16
C -2.1238 -0.2250 2.2425 -0.1 0.3 0.0 -0.18
N -0.6870 -0.4422 2.0548 0.0 -0.5 -0.6 -0.14
H -0.4512 0.4114 3.9505 0.0 0.0 0.0 0.11
H 0.5007 -1.0433 3.7130 -0.1 0.0 0.0 0.13
H 2.0300 0.0561 2.2167 0.1 0.0 0.0 0.12
H 1.9003 1.0355 3.6885 0.0 0.0 0.0 0.13
H 1.7285 2.2114 1.4984 0.2 0.0 0.0 0.06
H 0.6972 3.7192 2.8010 0.0 0.0 0.0 0.13
H -0.2659 2.4388 3.5167 0.0 0.1 0.1 0.11
H -0.6739 3.7320 0.7869 -0.1 0.0 0.0 0.12
H -1.7193 3.8850 2.2110 0.0 0.0 -0.1 0.13
H -2.3515 2.2466 0.4253 -0.1 0.1 0.0 0.10
H -3.5625 1.3537 2.0729 0.0 0.1 0.0 0.13
H -2.2735 1.7058 3.2021 0.0 0.1 0.0 0.11
H -2.6433 -0.7280 1.4248 0.0 -0.1 0.0 0.10
H -2.4884 -0.6598 3.1812 0.0 -0.1 -0.1 0.13
H -0.5305 -1.4212 1.7768 -0.1 -0.2 0.2 0.05
C -1.6536 -5.1098 2.5018 -0.1 -0.1 -0.1 -0.06
C -1.7103 -5.8041 1.3007 0.0 0.1 0.0 -0.06
C -1.1531 -5.2343 0.1741 -0.1 0.0 0.0 -0.04
C -0.5116 -3.9869 0.2526 -0.1 -0.2 0.2 -0.24
N -0.5258 -3.3015 1.3992 0.0 0.2 0.0 0.10
C -1.0850 -3.8535 2.4798 0.0 0.1 0.1 -0.13
C 0.2244 -3.4805 -0.9372 0.1 0.1 -0.1 -0.20
C 0.8040 -4.5032 -1.7003 0.0 0.1 0.0 -0.05
C 1.4358 -4.2469 -2.9011 0.0 0.0 -0.1 -0.07
C 1.4848 -2.9443 -3.3556 0.2 -0.1 -0.2 -0.08
C 0.9645 -1.9273 -2.5724 -0.2 0.7 0.5 -0.16
C 0.3386 -2.1138 -1.3191 -0.3 0.0 0.1 -0.19
H -2.0610 -5.5240 3.4130 0.0 0.1 0.0 0.11
H -2.1977 -6.7692 1.2466 0.0 0.0 0.0 0.12
H -1.2209 -5.7388 -0.7786 0.0 0.0 0.0 0.12
H -1.0693 -3.2517 3.3842 0.0 0.0 0.0 0.11
H 0.7720 -5.5215 -1.3353 0.0 0.0 0.0 0.11
H 1.8684 -5.0557 -3.4751 0.0 0.0 0.0 0.11
H 1.9371 -2.7217 -4.3140 0.0 0.1 0.0 0.11
H 1.0486 -0.9207 -2.9867 -0.1 0.1 0.1 0.07
C -4.3176 1.1751 -2.4375 0.0 0.0 -0.2 0.01
C -3.7097 0.2229 -1.4673 0.2 0.5 0.0 -0.34
O -2.6541 0.5592 -0.9180 -0.2 -1.0 0.5 -0.21
C -4.3539 -1.0533 -1.1503 -0.2 -0.6 0.2 -0.15
C -3.6026 -2.1532 -0.7189 0.0 0.4 -0.1 -0.01
C -4.2354 -3.2948 -0.2711 0.0 -0.1 0.0 -0.04
C -5.6241 -3.3557 -0.2344 0.0 0.1 0.0 -0.05
C -6.3773 -2.2826 -0.6867 -0.1 -0.1 0.1 -0.06
C -5.7480 -1.1444 -1.1560 0.2 0.3 -0.1 -0.01
H -3.4799 1.5873 -3.0097 0.0 0.0 0.0 0.05
H -4.7976 2.0114 -1.9252 0.0 0.0 0.1 0.11
H -5.0379 0.6961 -3.0956 0.0 0.0 0.0 0.09
H -2.5202 -2.1060 -0.7819 0.0 -0.1 0.1 0.10
H -3.6478 -4.1400 0.0556 0.0 0.0 0.0 0.09
H -6.1189 -4.2417 0.1411 0.0 0.0 0.0 0.11
H -7.4577 -2.3296 -0.6661 0.0 0.0 0.0 0.11
H -6.3372 -0.3011 -1.4948 0.0 0.0 0.0 0.12
C 5.6698 3.5382 2.9880 -0.1 0.1 0.0 -0.06
C 4.3237 4.1363 2.5795 0.2 -0.1 0.0 -0.20
N 4.3746 5.0851 1.4733 -0.1 -0.1 -0.1 -0.05
C 4.4904 6.5040 1.8131 0.1 0.1 0.0 -0.19
C 5.7603 6.8633 2.5746 -0.1 -0.1 -0.1 -0.08
C 4.1312 4.7573 0.1670 0.1 0.3 0.3 -0.41
O 4.1000 5.5752 -0.7316 -0.1 -0.2 -0.1 0.10
C 3.9353 3.2959 -0.1475 0.3 -0.1 -0.1 -0.11
C 5.0345 2.4510 -0.2811 -0.3 -0.1 -0.1 0.01
C 4.8144 1.1339 -0.6513 0.3 0.2 0.0 -0.02
C 3.5167 0.6987 -0.8406 -0.4 -0.1 -0.1 -0.11
N 2.4499 1.4999 -0.7306 0.0 -0.3 0.2 0.01
C 2.6802 2.7844 -0.4272 -0.3 0.1 -0.3 -0.09
H 5.5343 2.9093 3.8698 0.0 0.0 0.0 0.08
H 6.3944 4.3126 3.2258 0.0 0.0 0.0 0.06
H 6.0770 2.9195 2.1892 0.0 0.0 0.0 0.06
H 3.8826 4.6567 3.4338 0.0 0.0 0.0 0.12
H 3.6556 3.3168 2.3185 -0.2 0.0 0.0 0.10
H 3.6141 6.7913 2.4042 0.0 0.0 0.0 0.12
H 4.4552 7.0481 0.8745 0.0 0.0 0.0 0.11
H 5.7688 6.4333 3.5767 0.0 0.0 0.0 0.07
H 5.8154 7.9465 2.6771 0.0 0.0 0.0 0.08
H 6.6450 6.5250 2.0348 0.0 0.0 0.0 0.08
H 6.0376 2.8271 -0.1299 0.0 0.0 0.0 0.13
H 5.6471 0.4612 -0.8014 -0.1 -0.1 0.0 0.12
H 3.3084 -0.3307 -1.1123 0.0 0.0 0.0 0.12
H 1.8129 3.4380 -0.4589 0.0 0.0 0.1 0.14
S -0.7238 1.7146 -2.6671 1.3 -1.5 2.5 0.12
```
Forces are in eV/Å.

ORCA calculation (ωB97M-V/def2-TZVPD) on C35H45Cl4GeN3O2SbSnTe as an isolated structure.

Output
- Total energy: -171847.53107 eV
- 2S+1: 2
- Lowest unoccupied orbital energy (spin up / spin down): -6.0 / -7.2 eV
- Total charge: +2
- <S²>: 0.7586
- Highest occupied orbital energy (spin up / spin down): -12.22 / -13.60 eV
- Frontier orbital gap (spin up / spin down): 6.3 / 6.4 eV
- Relative energy (zero: lowest compared OMol25 entry of this formula, charge and spin): 80.2 kJ/mol

```
93
Properties=species:S:1:pos:R:3:forces:R:3:mulliken_spin:R:1
Sn -1.5276 0.0345 -0.1944 -0.1 -0.2 -0.3 0.34
N -2.5782 3.3898 0.1511 -0.2 0.0 -0.1 0.00
C -1.7004 3.0293 1.1496 0.0 0.1 0.1 0.01
C -1.5922 3.8670 2.2692 0.0 0.0 -0.1 0.00
C -0.6541 3.5843 3.2278 0.1 0.0 0.1 0.00
C 0.1930 2.4844 3.0614 0.0 0.0 -0.1 0.01
C -0.0073 1.6896 1.9674 0.0 0.0 -0.1 0.06
N -0.9666 1.9189 1.0407 0.1 0.1 0.1 0.05
C -2.5058 3.1404 -1.2221 -0.1 0.1 0.2 0.01
C -3.0354 4.1091 -2.0777 0.0 -0.1 -0.1 0.00
C -3.0216 3.8769 -3.4331 0.0 0.0 0.0 0.00
C -2.4709 2.6900 -3.9128 0.0 0.0 0.1 0.00
C -1.9715 1.7982 -2.9973 0.0 0.0 0.0 0.02
N -1.9855 2.0011 -1.6662 0.1 0.0 -0.1 0.02
H -3.1129 4.2175 0.3726 0.0 -0.1 0.0 0.00
H -2.2231 4.7408 2.3479 0.0 0.0 0.0 0.00
H -0.5536 4.2312 4.0887 0.0 0.0 0.0 0.00
H 0.9798 2.2541 3.7634 0.0 0.0 0.0 0.00
H 0.6186 0.8289 1.7710 0.0 0.0 0.0 -0.05
H -3.4434 5.0241 -1.6726 0.0 0.0 0.0 0.00
H -3.4277 4.6124 -4.1131 0.0 0.0 0.0 0.00
H -2.4483 2.4518 -4.9647 0.0 0.0 0.0 0.00
H -1.5694 0.8519 -3.3301 0.0 0.0 0.0 -0.01
Cl 7.5661 -3.8492 -1.2372 0.0 0.0 0.0 0.00
C 6.2127 -2.8605 -0.8488 0.1 -0.1 0.0 0.00
C 4.9798 -3.1441 -1.4260 0.0 0.1 0.0 0.00
C 3.8944 -2.3432 -1.1207 0.1 0.0 0.0 0.00
C 4.0464 -1.2752 -0.2354 -0.1 0.2 0.0 0.00
C 5.2865 -1.0118 0.3486 0.1 -0.1 0.0 0.00
C 6.3768 -1.8001 0.0367 -0.1 0.0 0.0 0.00
C 2.9168 -0.4033 0.1249 0.0 -0.5 0.0 0.01
O 2.8600 0.3528 1.0523 0.1 0.2 0.1 0.00
O 1.7787 -0.5886 -0.6543 -0.1 -0.1 -0.1 0.01
H 4.8847 -3.9829 -2.1001 0.0 0.0 0.0 0.00
H 2.9299 -2.5534 -1.5624 -0.1 0.0 0.0 0.00
H 5.3867 -0.1873 1.0400 0.0 0.0 0.0 0.00
H 7.3461 -1.6075 0.4707 0.0 0.0 0.0 0.00
C -3.6129 0.1470 0.2082 -0.1 0.0 0.2 0.04
H -4.1082 -0.6842 -0.2872 -0.1 0.0 0.0 0.00
H -4.0021 1.0764 -0.1937 -0.1 0.1 0.0 0.00
H -3.8109 0.0986 1.2779 0.0 0.0 0.0 0.00
Cl 0.4782 -2.0966 -3.2602 -0.2 0.0 0.1 0.01
Ge -1.7132 -1.8700 -2.5121 0.4 -0.1 -0.1 0.15
Cl -2.6102 -1.2955 -4.4084 -0.1 0.0 0.1 0.04
Cl -2.1949 -3.9690 -2.3531 0.0 0.0 0.1 0.05
C -3.3715 -3.3831 1.2171 0.0 0.0 0.0 0.03
C -2.4895 -3.1886 2.4422 -0.1 -0.1 0.0 0.03
C -2.1384 -4.5374 3.0616 0.0 0.0 0.0 0.00
Sb -0.7659 -1.9856 1.9794 0.0 0.1 -0.1 0.12
C 0.8890 -3.2484 1.4643 0.1 -0.1 0.1 0.02
C 1.2755 -4.2545 2.5466 0.0 0.0 0.0 0.01
C 0.6298 -3.9419 0.1366 0.0 0.0 -0.1 -0.01
C -0.1871 -1.1317 3.8739 0.0 0.0 0.2 0.01
C 1.3120 -0.8526 3.9447 0.0 0.0 0.0 0.00
C -0.6349 -2.0047 5.0460 0.0 0.0 0.0 0.01
H -4.2432 -3.9827 1.4849 0.0 0.0 0.0 0.00
H -2.8482 -3.9160 0.4246 0.0 0.0 -0.1 0.00
H -3.7398 -2.4433 0.8162 0.0 0.1 -0.1 -0.01
H -3.0094 -2.5690 3.1777 0.0 0.0 0.0 0.00
H -1.7036 -5.2048 2.3177 0.0 0.0 0.0 0.00
H -3.0544 -5.0109 3.4201 0.0 0.0 0.0 0.00
H -1.4565 -4.4670 3.9045 0.0 0.0 0.1 0.00
H 1.6985 -2.5211 1.3536 0.0 0.0 0.0 0.00
H 0.5510 -5.0603 2.6210 -0.1 0.0 0.0 0.00
H 1.3982 -3.8145 3.5329 0.0 0.0 0.1 0.00
H 2.2320 -4.7063 2.2752 0.0 0.0 0.0 0.00
H -0.2270 -4.6150 0.1894 0.0 0.0 0.0 0.00
H 1.4950 -4.5494 -0.1388 0.0 0.0 0.0 0.00
H 0.4564 -3.2333 -0.6712 0.0 0.0 -0.1 0.01
H -0.7439 -0.1927 3.9137 0.0 0.0 0.0 0.00
H 1.8888 -1.7754 3.9474 0.0 -0.1 0.0 0.00
H 1.5400 -0.3400 4.8818 0.0 0.0 0.0 0.00
H 1.6999 -0.2393 3.1329 0.0 0.0 0.0 0.00
H -0.1209 -2.9642 5.0601 0.0 0.0 0.0 0.00
H -1.7073 -2.1928 5.0502 0.0 0.0 0.0 0.00
H -0.3928 -1.4997 5.9831 0.0 0.0 0.0 0.00
C 3.0991 0.2852 -3.2893 -0.1 0.0 0.0 0.03
Te 1.3372 0.5445 -2.1645 0.1 0.2 0.2 -0.02
C 2.2396 2.2795 -1.3628 0.0 0.1 0.0 0.00
C 3.5876 2.4092 -2.0353 0.0 0.0 0.1 0.00
C 4.4249 3.4815 -1.7364 0.0 0.0 0.0 0.00
C 5.6688 3.5770 -2.3311 0.0 0.0 0.0 0.00
C 6.0884 2.6025 -3.2312 0.0 0.0 0.0 0.00
C 5.2610 1.5384 -3.5370 0.0 0.0 0.0 0.00
C 4.0062 1.4388 -2.9399 0.0 -0.1 -0.1 0.00
H 2.7821 0.2560 -4.3341 0.1 0.0 0.0 0.00
H 3.4992 -0.6967 -3.0301 0.0 0.0 0.0 0.00
H 2.3223 2.1393 -0.2816 -0.1 0.1 -0.1 0.00
H 1.5624 3.1143 -1.5574 0.1 0.0 0.0 0.00
H 4.1024 4.2386 -1.0335 0.0 0.0 0.0 0.00
H 6.3148 4.4115 -2.0981 0.0 0.0 0.0 0.00
H 7.0610 2.6790 -3.6961 0.0 0.0 0.0 0.00
H 5.5866 0.7853 -4.2421 0.0 0.0 0.0 0.00
```
Forces are in eV/Å.